Entry 1:
The following is a quantum chemistry calculation of 15 unconnected molecules or ions with the total composition C60H105N15 at a distorted geometry, from the Open Molecules 2025 dataset.

Last column: Löwdin charge in e.
Cartesian coordinates (Å):
N: 5.37 -4.00 2.04  0.155
N: 4.10 -6.43 -2.73  0.149
N: 3.30 -0.52 5.89  0.177
N: -1.00 -4.70 -1.83  0.184
N: -0.61 7.83 2.10  0.164
N: 1.87 0.20 2.19  0.195
N: -4.38 -0.29 4.71  0.162
N: 4.43 3.00 0.78  0.182
N: -3.47 0.39 1.03  0.197
N: -1.44 3.39 -1.35  0.212
N: -4.53 4.26 0.31  0.170
N: 1.47 0.51 -3.86  0.205
N: 6.17 0.00 -4.14  0.145
N: -4.01 -4.70 -3.55  0.178
N: -0.72 5.98 -3.86  0.151
C: 2.18 4.00 -3.52  -0.246
C: 5.24 -0.72 -0.24  -0.106
C: -3.42 3.54 -3.00  -0.166
C: 0.12 0.91 0.42  -0.201
C: 2.12 -4.77 3.41  -0.094
C: -3.55 4.53 0.83  -0.214
C: -2.33 3.47 -2.09  -0.226
C: 0.67 6.83 0.09  -0.166
C: 0.08 -1.59 -4.43  -0.158
C: 3.63 -5.55 -0.36  -0.209
C: 3.93 -6.07 -1.67  -0.248
C: 1.06 4.42 1.17  -0.091
C: 5.22 1.73 2.95  -0.161
C: 4.75 -3.47 2.87  -0.206
C: -2.26 -4.03 2.36  -0.087
C: 2.35 -4.73 -0.37  -0.226
C: -0.50 -5.36 -2.64  -0.228
C: -0.51 -1.30 -5.86  -0.240
C: 2.34 -3.22 3.40  -0.223
C: 3.79 -2.84 3.82  -0.188
C: 2.33 0.02 5.70  -0.217
C: -2.59 -2.07 4.00  -0.168
C: 1.85 3.33 -2.20  -0.120
C: -4.88 -3.54 -1.41  -0.175
C: -3.92 -2.45 -0.95  -0.276
C: 1.04 0.71 5.51  -0.188
C: -2.28 4.59 2.97  -0.267
C: 1.10 0.55 1.37  -0.201
C: -0.05 -0.32 5.49  -0.267
C: -0.13 7.35 1.17  -0.252
C: -1.26 -5.09 -5.57  -0.131
C: 5.02 1.02 -2.07  -0.183
C: 5.55 4.12 3.82  -0.111
C: 0.55 -1.33 -6.90  -0.111
C: 1.65 5.77 0.64  -0.216
C: 0.99 4.09 -4.47  -0.185
C: -4.42 -4.18 -2.61  -0.240
C: -3.59 -1.08 4.44  -0.212
C: 0.11 -6.09 -3.75  -0.186
C: 5.69 0.38 -3.18  -0.263
C: -3.01 3.19 -4.51  -0.195
C: -0.06 -0.18 -0.62  -0.248
C: -2.31 1.81 -4.59  -0.107
C: -5.96 1.13 1.14  -0.187
C: 4.25 0.00 -1.18  -0.246
C: -7.85 1.82 2.67  -0.118
C: 4.85 2.36 1.65  -0.224
C: 0.09 5.19 -4.11  -0.241
C: 2.46 -3.48 -1.32  -0.080
C: -3.13 -2.93 2.86  -0.256
C: -0.45 -1.53 0.01  -0.103
C: -0.92 -6.39 -4.84  -0.248
C: -3.73 -1.32 -1.91  -0.114
C: -4.57 0.77 1.10  -0.215
C: -2.37 4.98 1.52  -0.213
C: -2.08 3.13 3.12  -0.096
C: -0.12 -1.15 6.78  -0.084
C: 0.84 -0.45 -3.98  -0.205
C: -6.48 1.22 2.58  -0.274
C: 4.84 2.81 3.99  -0.267
H: -0.53 -7.11 -5.54  0.106
H: 3.95 -1.78 3.89  0.056
H: 0.55 -2.53 -4.42  0.087
H: 1.19 -5.09 2.96  0.059
H: -1.01 -0.34 -5.86  0.083
H: -3.01 1.05 -4.25  0.072
H: -2.94 -0.64 -1.64  0.038
H: -3.39 -1.66 -2.92  0.079
H: -2.33 3.99 -4.79  0.072
H: -1.29 -2.05 -6.01  0.100
H: 0.94 -5.54 -4.29  0.139
H: 0.38 1.76 -0.19  0.076
H: 3.73 -0.75 -1.77  0.082
H: 5.81 -0.05 0.41  0.058
H: -5.91 -3.21 -1.59  0.125
H: -3.14 4.97 3.50  0.115
H: -6.55 0.39 0.58  0.128
H: 2.15 -4.31 0.67  0.095
H: -2.46 -4.92 2.90  0.064
H: -2.44 2.77 4.07  0.065
H: 5.15 4.72 3.03  0.057
H: 1.05 1.27 4.62  0.075
H: -8.64 1.29 2.15  0.068
H: 2.55 5.04 -3.40  0.121
H: -3.79 4.55 -3.01  0.117
H: -1.39 1.77 -3.93  0.067
H: -2.23 -5.21 -6.10  0.085
H: -0.55 -4.75 -6.29  0.062
H: 3.57 0.51 -0.50  0.070
H: 4.37 1.85 -2.48  0.113
H: 0.36 3.17 -4.41  0.103
H: -1.49 5.20 3.38  0.101
H: 1.48 -3.00 -1.32  0.041
H: -0.96 0.20 5.19  0.097
H: -3.41 -2.25 2.06  0.071
H: 5.23 4.76 4.65  0.079
H: 1.23 4.26 -5.51  0.118
H: -1.19 -3.75 2.47  0.084
H: 0.19 -1.02 4.66  0.092
H: 2.10 -5.12 4.46  0.084
H: 5.07 2.35 4.94  0.106
H: 3.56 -6.38 0.34  0.117
H: -3.90 3.25 -5.17  0.115
H: -0.84 0.18 -1.33  0.108
H: 5.93 -1.29 -0.86  0.078
H: 2.31 6.18 1.38  0.100
H: -1.86 -6.77 -4.42  0.104
H: -4.08 -3.29 3.14  0.098
H: -2.20 -2.52 4.88  0.096
H: 2.29 5.54 -0.20  0.082
H: 1.17 -2.21 -6.90  0.076
H: 0.86 -0.35 -1.14  0.076
H: 4.66 0.79 3.09  0.095
H: -6.01 2.11 0.64  0.101
H: -0.87 1.02 0.88  0.102
H: 6.63 4.13 3.73  0.083
H: 4.45 -4.92 0.02  0.086
H: -2.96 -2.93 -0.76  0.074
H: 6.28 1.51 2.99  0.111
H: 1.23 -0.48 -6.76  0.081
H: 0.48 4.61 2.05  0.043
H: 0.33 -1.90 0.69  0.070
H: -4.20 2.86 -2.70  0.111
H: -1.45 -4.28 -4.87  0.037
H: -0.24 -0.61 7.70  0.066
H: -1.75 -1.44 3.70  0.092
H: 0.00 6.35 -0.65  0.120
H: 0.15 -1.17 -7.90  0.080
H: 0.85 -1.69 6.97  0.084
H: -0.77 -1.78 -3.74  0.114
H: -5.80 1.85 3.19  0.113
H: 1.66 -2.67 4.06  0.087
H: -0.70 -2.30 -0.70  0.026
H: 4.76 -1.45 0.44  0.052
H: -8.13 1.82 3.72  0.076
H: -2.40 -4.26 1.31  0.063
H: 3.76 2.95 3.90  0.110
H: 4.08 -3.20 4.85  0.134
H: 0.92 1.50 6.22  0.116
H: -2.27 6.05 1.43  0.089
H: -4.62 -0.72 -2.03  0.072
H: -1.91 1.61 -5.54  0.039
H: 2.96 3.48 -4.04  0.093
H: 1.93 3.77 1.39  0.054
H: -4.23 -2.03 0.00  0.081
H: -2.59 2.58 2.33  0.044
H: -4.87 -4.29 -0.62  0.125
H: 3.28 -2.79 -0.96  0.068
H: 2.59 3.54 -1.49  0.030
H: 1.17 7.63 -0.42  0.116
H: 2.22 -2.90 2.40  0.058
H: -1.00 2.86 3.04  0.079
H: 0.86 3.71 -1.85  0.038
H: 0.40 3.89 0.44  0.038
H: 1.54 -5.37 -0.68  0.082
H: 2.77 -3.74 -2.33  0.063
H: -1.49 4.55 1.04  0.073
H: -6.47 0.23 3.02  0.090
H: -7.97 2.85 2.29  0.083
H: 5.82 1.47 -1.46  0.113
H: 1.70 2.24 -2.35  0.038
H: -0.98 -1.87 6.73  0.075
H: 0.56 -7.02 -3.31  0.128
H: -1.41 -1.40 0.56  0.057
H: 2.92 -5.32 3.02  0.038

As for the LUMO energy: 0.3 eV. The multiplicity is 1. The calculation puts the energy above the lowest of the compared OMol25 structures with the same formula, charge and spin at 236.44 kJ/mol. For the HOMO-LUMO gap, the calculation gives 11.389 eV.

Entry 2:
The following is a quantum chemistry calculation of 15 unconnected molecules or ions with the total composition C60H108O36S9 at a distorted geometry, from the Open Molecules 2025 dataset.

Last column: Löwdin charge in e.
Cartesian coordinates (Å):
S: -0.44 -3.55 -5.04  0.679
S: -0.89 0.34 -0.80  0.676
S: -4.82 3.05 0.99  0.691
S: 3.66 0.92 -2.36  0.648
S: -2.33 -6.83 -1.37  0.699
S: -3.57 -1.02 4.20  0.710
S: -1.12 4.16 3.00  0.692
S: -1.63 0.89 -7.22  0.714
S: 4.25 3.38 2.56  0.672
O: -1.41 2.74 2.84  -0.329
O: -3.10 -1.67 2.95  -0.362
O: -0.93 4.98 1.82  -0.332
O: 1.12 5.65 -2.39  0.072
O: -4.91 4.43 1.48  -0.336
O: 6.18 -0.23 4.36  0.141
O: 2.45 -4.40 0.90  0.147
O: 4.36 -2.25 -4.53  0.060
O: 0.36 -4.62 -4.52  -0.317
O: 3.96 -2.91 0.59  0.084
O: -3.16 -6.87 -0.16  -0.331
O: -2.24 0.14 -1.27  -0.308
O: -4.64 2.00 1.96  -0.337
O: 3.83 1.54 -1.10  -0.299
O: -0.96 5.07 -2.79  0.085
O: 4.78 -3.66 -2.83  0.103
O: -2.98 -6.46 -2.62  -0.342
O: -0.07 -1.03 5.49  0.056
O: 5.63 2.97 2.82  -0.319
O: -1.71 2.10 -8.01  -0.334
O: 4.60 1.16 5.10  0.030
O: -4.46 -1.93 -3.19  0.131
O: 6.19 -2.05 -3.22  0.138
O: -3.89 -3.03 -1.27  0.063
O: -0.22 1.60 -1.12  -0.321
O: -5.37 -1.38 -1.25  0.107
O: -3.50 -1.80 5.42  -0.317
O: 3.68 -3.68 2.72  0.026
O: 6.59 1.18 6.02  0.105
O: 2.07 -0.83 5.98  0.072
O: 1.01 0.93 5.16  0.150
O: 0.64 4.02 -3.94  0.149
O: -1.15 -0.36 -7.82  -0.357
O: 3.68 4.39 3.42  -0.340
O: 0.07 -2.19 -4.79  -0.354
O: 3.57 -0.53 -2.31  -0.287
C: 2.45 3.65 0.58  -0.168
C: 2.40 -3.63 -2.22  -0.020
C: 2.06 2.32 1.30  -0.180
C: -5.27 0.66 5.12  -0.229
C: -6.59 -2.07 0.79  0.002
C: -5.45 2.33 -1.53  -0.154
C: -0.04 -2.02 -0.02  -0.193
C: 3.93 3.96 0.92  -0.234
C: -2.80 0.61 4.42  -0.192
C: 5.19 -2.60 -3.56  -0.606
C: -2.03 4.34 5.39  -0.214
C: 5.02 -2.28 1.37  -0.270
C: -4.01 3.10 -1.57  -0.158
C: 0.98 -0.19 5.54  -0.582
C: 0.16 4.35 4.24  -0.194
C: -3.90 1.40 5.20  -0.191
C: 0.11 -1.13 1.20  -0.171
C: 3.07 2.00 2.43  -0.186
C: 4.25 1.16 -4.84  -0.152
C: 5.14 -0.85 1.02  -0.007
C: 2.68 1.58 -4.76  -0.155
C: 0.30 -6.77 -1.13  -0.220
C: -3.27 0.51 -6.39  -0.172
C: -0.78 -5.79 -1.34  -0.201
C: -5.24 -1.80 0.14  -0.301
C: -0.98 6.25 -1.96  -0.084
C: -4.38 -3.01 0.08  -0.076
C: 5.87 0.69 5.05  -0.605
C: 4.63 -2.58 2.85  -0.063
C: -2.95 0.51 -4.89  -0.217
C: 1.67 -2.18 6.34  -0.069
C: -1.90 1.59 -4.72  -0.233
C: 0.30 4.84 -3.14  -0.535
C: 2.29 1.55 -3.27  -0.225
C: -0.86 0.05 0.94  -0.208
C: -2.97 -3.75 -5.84  -0.202
C: -1.48 -8.31 -1.60  -0.285
C: 6.86 3.58 5.83  -0.006
C: 4.93 1.33 -3.43  -0.214
C: -0.09 -7.98 -2.02  -0.222
C: -0.56 4.63 5.55  -0.202
C: -4.54 -2.08 -2.00  -0.560
C: 0.13 -1.06 -1.21  -0.209
C: -2.04 -4.31 -6.87  -0.204
C: 4.55 2.26 6.06  -0.041
C: -5.27 -0.40 4.05  -0.236
C: 0.20 -3.20 4.52  0.009
C: -2.42 4.83 4.00  -0.228
C: 3.25 -3.09 -4.53  -0.115
C: 0.92 7.46 -0.81  -0.006
C: -3.44 2.87 -0.18  -0.225
C: 3.43 -3.95 -3.26  -0.280
C: 6.02 2.44 6.43  -0.269
C: -0.76 1.28 -5.69  -0.223
C: -6.12 2.68 -0.21  -0.222
C: 3.26 -3.71 1.36  -0.585
C: 0.34 6.15 -1.28  -0.343
C: -0.64 -3.69 -6.69  -0.260
C: 0.26 -2.38 5.83  -0.290
C: -2.23 -3.63 -4.52  -0.157
H: -2.41 -4.38 -3.75  0.075
H: -4.07 4.11 -1.90  0.102
H: 2.64 1.90 3.44  0.080
H: -3.35 4.41 3.59  0.084
H: 2.25 -2.54 -2.20  0.068
H: -6.77 3.60 -0.12  0.118
H: 5.52 -2.90 3.36  0.127
H: 6.71 3.68 4.76  0.052
H: 0.71 -2.85 0.00  0.116
H: -7.10 -2.92 0.38  0.086
H: 5.63 -0.76 0.06  0.095
H: 3.05 -3.74 -5.40  0.131
H: -3.50 -0.52 -6.75  0.097
H: -1.91 -5.36 -6.79  0.100
H: 0.08 1.98 -5.79  0.099
H: -6.34 -2.20 1.85  0.090
H: -1.84 -0.28 1.21  0.082
H: 1.82 4.53 0.87  0.107
H: 2.05 2.54 -3.00  0.062
H: 3.77 1.16 2.21  0.084
H: 4.17 -0.42 0.94  0.060
H: 2.15 1.54 0.55  0.074
H: 5.86 -2.95 1.11  0.170
H: -1.13 7.14 -2.53  0.135
H: -3.90 2.42 4.81  0.086
H: 0.88 -2.56 3.90  0.091
H: -2.27 3.22 5.47  0.113
H: -0.37 -2.68 6.63  0.139
H: -5.00 -3.84 0.16  0.119
H: 2.33 -2.89 5.82  0.134
H: -0.42 5.69 5.83  0.131
H: 2.74 -4.04 -1.29  0.053
H: 1.28 -6.29 -1.26  0.119
H: -0.54 -2.71 -7.12  0.089
H: 6.18 2.43 7.48  0.137
H: 3.94 1.89 6.87  0.131
H: -1.37 -8.82 -0.62  0.122
H: -0.06 4.08 6.30  0.097
H: 1.96 7.24 -0.48  0.103
H: -3.21 1.81 -0.02  0.075
H: 1.14 -0.71 -1.07  0.080
H: -3.27 2.65 -2.20  0.086
H: 5.80 0.75 -3.23  0.099
H: -6.09 2.63 -2.34  0.111
H: 0.58 -4.23 4.58  0.097
H: 5.08 2.41 -3.30  0.120
H: -2.50 -2.61 -4.18  0.074
H: 4.61 3.33 0.32  0.096
H: 1.40 0.90 -3.14  0.102
H: -0.15 -1.73 2.07  0.096
H: 4.30 5.03 0.92  0.122
H: 2.36 -2.37 -4.51  0.127
H: 6.66 4.53 6.29  0.072
H: -0.33 0.32 -5.44  0.073
H: -0.82 -5.16 -0.52  0.074
H: 0.65 3.35 4.27  0.102
H: -1.72 6.24 -1.21  0.126
H: -6.74 1.84 0.24  0.114
H: -5.57 0.19 6.07  0.114
H: 0.38 -7.05 -0.09  0.123
H: -3.51 -3.05 0.74  0.133
H: -2.62 1.08 3.46  0.055
H: 0.84 8.29 -1.50  0.085
H: 3.40 -4.96 -3.61  0.141
H: -5.40 0.14 3.14  0.062
H: 1.43 -4.01 -2.57  0.072
H: -3.22 -2.75 -6.16  0.093
H: -1.48 1.59 -3.73  0.087
H: -3.93 1.31 -6.69  0.095
H: -2.44 -0.41 -4.64  0.089
H: -0.99 -2.48 -0.06  0.091
H: -5.21 1.31 -1.53  0.076
H: -6.02 1.47 4.86  0.137
H: -2.57 3.49 -0.01  0.102
H: -1.88 0.58 4.97  0.081
H: -3.64 1.43 6.22  0.093
H: -2.66 4.91 6.11  0.131
H: -0.03 -7.77 -3.12  0.132
H: -0.52 0.90 1.49  0.065
H: -0.05 -1.40 -2.26  0.119
H: -4.77 -1.08 0.71  0.112
H: 0.15 -4.34 -7.11  0.128
H: -5.98 -1.20 4.33  0.122
H: 4.70 1.83 -5.61  0.115
H: 0.69 -8.77 -1.93  0.127
H: 5.65 -0.36 1.83  0.084
H: -2.47 5.91 3.84  0.121
H: 7.98 3.43 5.97  0.112
H: 4.08 3.10 5.59  0.107
H: 2.07 0.90 -5.32  0.088
H: -2.05 -8.97 -2.31  0.137
H: 0.35 5.38 -0.53  0.123
H: 1.75 -2.23 7.45  0.148
H: -3.89 -4.37 -5.84  0.141
H: 2.70 2.63 -5.14  0.115
H: 1.03 2.37 1.64  0.083
H: -0.83 -3.14 4.09  0.089
H: 1.13 -0.74 1.32  0.119
H: 4.32 0.14 -5.18  0.086
H: -3.80 0.59 -4.25  0.108
H: -7.29 -1.27 0.60  0.083
H: -2.29 -4.19 -7.93  0.127
H: 0.33 7.69 0.09  0.099
H: -0.83 -5.30 -2.30  0.073
H: -2.32 2.63 -4.91  0.149
H: 4.12 -1.75 3.32  0.115
H: 0.77 5.13 3.90  0.082
H: 2.46 3.38 -0.47  0.085

As for the LUMO energy: 0.2 eV. The multiplicity is 1. For the HOMO-LUMO gap, the calculation gives 9.971 eV.